# 1
Computed, not measured: a cluster of 3 separate species, C21H25BBrO11S3 in total at a distorted geometry, with the ωB97M-V functional and the def2-TZVPD basis.

Structure (ORCA input):
```
! wB97M-V def2-TZVPD RIJCOSX def2/J DEFGRID3
* xyz -1 1
Br 0.54 -1.59 1.97
S -1.96 -3.10 0.14
S 4.31 -4.14 1.64
S 3.89 0.35 -2.53
O -6.64 -0.04 -0.68
O 3.18 -4.12 2.53
O 5.22 0.84 -3.34
O -6.11 1.37 -2.63
O 3.06 -0.43 -3.42
O 5.67 -4.27 2.13
O -7.28 4.10 -1.05
O 4.30 -0.14 -1.22
O 4.05 -5.25 0.48
O -3.25 -0.62 -2.11
O 0.56 1.81 0.97
C -1.82 -1.20 0.06
C -2.84 -0.26 -0.87
C 6.30 -0.07 -3.50
C 4.23 -2.71 0.59
C -4.15 5.44 2.14
C 4.31 -6.62 0.78
C -0.61 1.16 0.86
C 6.01 -1.09 -4.58
C -5.91 0.98 -1.20
C -4.51 4.51 5.06
C -2.36 3.38 1.51
C -4.44 4.99 3.72
C -5.08 3.27 0.44
C -4.78 1.82 -0.33
C 3.20 -7.22 1.61
C -7.46 4.20 1.67
C -3.27 1.19 -0.16
C -2.08 1.95 0.74
C -0.74 -0.51 0.87
C 3.15 1.95 -2.32
C -3.90 4.01 1.32
B -6.61 3.88 0.28
H 5.05 -2.74 -0.12
H -1.53 3.91 2.18
H 3.18 -6.78 2.61
H 4.31 -1.82 1.23
H 5.69 -0.60 -5.50
H -8.60 4.38 1.44
H 2.22 -7.03 1.15
H 3.34 -8.30 1.72
H 5.28 -6.73 1.27
H 3.80 2.56 -1.70
H 2.18 1.81 -1.84
H -2.72 -3.29 1.34
H 6.54 -0.55 -2.55
H -4.33 3.92 6.07
H 3.02 2.40 -3.31
H 5.20 -1.76 -4.27
H 7.17 0.52 -3.79
H 3.27 -2.70 0.08
H -7.43 3.27 2.42
H -6.94 5.08 2.25
H -5.06 6.04 1.69
H 6.89 -1.70 -4.78
H -3.14 6.08 2.11
H 4.37 -7.15 -0.18
H -7.94 3.33 -1.11
*
```

For the HOMO-LUMO gap, the calculation gives 5.34 eV. For the energy above the lowest of the compared OMol25 structures with the same formula, charge and spin, the calculation gives 366.1 kcal per mole.

What are the Löwdin partial charges on each atom? They are as follows, in elementary charge units: Br 0.641; S 0.627; S 0.620; S 0.629; O -0.143; O -0.307; O -0.268; O -0.244; O -0.280; O -0.294; O -0.009; O -0.291; O -0.265; O -0.007; O -0.071; C -0.454; C -0.188; C -0.282; C -0.142; C -0.176; C -0.283; C -0.223; C -0.079; C -0.432; C 0.029; C 0.040; C -0.096; C 0.051; C 0.078; C -0.079; C -0.061; C 0.033; C -0.026; C -0.512; C -0.112; C -0.097; B -0.354; H 0.071; H 0.112; H 0.071; H 0.079; H 0.086; H 0.074; H 0.087; H 0.077; H 0.114; H 0.077; H 0.075; H -0.088; H 0.114; H 0.045; H 0.077; H 0.072; H 0.122; H 0.069; H 0.095; H 0.052; H 0.101; H 0.078; H 0.120; H 0.122; H 0.126


# 2
Computed, not measured: a structure of composition C5H8N2S at a distorted geometry, with the ωB97M-V functional and the def2-TZVPD basis.

Structure (ORCA input):
```
! wB97M-V def2-TZVPD RIJCOSX def2/J DEFGRID3
* xyz 0 3
S 1.49 0.53 1.25
N 1.38 -2.93 -0.11
N -0.82 -0.35 -0.13
C 1.29 1.03 -0.51
C -1.84 0.50 0.39
C 0.44 -0.88 1.13
C 0.99 -2.04 0.50
C 0.08 0.29 -1.12
H -0.46 0.93 -1.78
H 1.22 2.05 -0.69
H 2.23 0.77 -1.15
H -1.53 1.49 0.80
H -2.72 0.40 -0.35
H 0.71 -0.58 -1.60
H -2.33 0.00 1.37
H -0.13 -1.21 2.00
*
```

For the HOMO-LUMO gap (alpha / beta), the calculation gives 6.15 / 6.84 eV. For the energy above the lowest of the compared OMol25 structures with the same formula, charge and spin, the calculation gives 42.0 kcal per mole.

What are the Löwdin partial charges on each atom? They are as follows, in elementary charge units: S 0.886; N 0.121; N -0.062; C -0.439; C -0.131; C -0.584; C -0.361; C -0.235; H 0.100; H 0.032; H 0.110; H 0.102; H 0.113; H 0.146; H 0.119; H 0.083


# 3
Computed, not measured: the ion CO4P with charge -1 at a distorted geometry, with the ωB97M-V functional and the def2-TZVPD basis.

Structure (ORCA input):
```
! wB97M-V def2-TZVPD RIJCOSX def2/J DEFGRID3
* xyz -1 1
P 1.60 -0.46 -0.06
O -1.03 -0.36 -0.94
O 1.70 0.57 -1.08
O 0.35 -0.33 0.90
O -1.70 0.55 0.98
C -0.92 0.02 0.20
*
```

For the HOMO-LUMO gap, the calculation gives 9.11 eV. For the energy above the lowest of the compared OMol25 structures with the same formula, charge and spin, the calculation gives 15.9 kcal per mole. As for the SMILES: O=POC(=O)[O-].

What are the Löwdin partial charges on each atom? They are as follows, in elementary charge units: P 0.717; O -0.030; O -0.470; O -0.342; O -0.020; C -0.856


# 4
Computed, not measured: an isolated molecule of C5H5NO3 at a distorted geometry, with the ωB97M-V functional and the def2-TZVPD basis.

Structure (ORCA input):
```
! wB97M-V def2-TZVPD RIJCOSX def2/J DEFGRID3
* xyz 0 1
O -1.52 -0.92 -0.11
O -0.56 1.24 -0.16
O 1.76 -1.33 -0.12
N 0.79 1.83 -0.03
C 1.53 0.87 -0.08
C -0.48 -0.20 -0.29
C 0.81 -0.36 -0.36
C 2.87 -0.30 0.00
C -2.77 -0.21 0.01
H 3.88 -0.18 -0.54
H -2.74 0.04 1.18
H 2.94 -0.51 1.22
H -3.62 -0.77 0.03
H -2.89 0.79 -0.74
*
```

For the HOMO-LUMO gap, the calculation gives 9.02 eV. For the energy above the lowest of the compared OMol25 structures with the same formula, charge and spin, the calculation gives 174.4 kcal per mole. As for the SMILES: COc1onc2c1OC2.

What are the Löwdin partial charges on each atom? They are as follows, in elementary charge units: O 0.006; O -0.042; O -0.064; N 0.140; C -0.157; C -0.286; C -0.259; C 0.058; C -0.033; H 0.125; H 0.141; H 0.163; H 0.035; H 0.174


Look up the energy above the lowest of the compared OMol25 structures with the same formula, charge and spin of the fourth one. 174.4 kcal per mole